Model P:
{
  "formula": "C3H6OS2",
  "method": "ωB97M-V/def2-TZVPD",
  "lumo_energy_ev": [-3.21, -3.22],
  "spin_multiplicity": 1,
  "total_charge": 0,
  "symbols": ["C", "C", "C", "O", "S", "S", "H", "H", "H", "H", "H", "H"],
  "positions_angstrom": [[2.7279, 0.3045, 1.1653], [-2.2645, -0.3211, 0.0091], [-1.0186, 0.1097, -0.7868], [4.4293, -1.0575, -0.1845], [3.1619, -0.3343, -0.1969], [-0.1025, 1.4213, 0.1027], [2.5323, 0.7225, 2.0474], [-2.9568, 0.5856, 0.0392], [-2.6802, -1.1954, -0.5363], [-2.0079, -0.3933, 1.1322], [-1.5033, 0.7058, -1.6498], [-0.3176, -0.5479, -1.1416]]
}



Model Q:
{
  "formula": "C3H6OS2",
  "method": "ωB97M-V/def2-TZVPD",
  "smiles": "SC1(S)COC1",
  "lumo_energy_ev": 0.62,
  "spin_multiplicity": 1,
  "total_charge": 0,
  "symbols": ["C", "C", "C", "O", "S", "S", "H", "H", "H", "H", "H", "H"],
  "positions_angstrom": [[-0.3948, -1.4055, 0.8891], [-0.1621, 0.6437, 0.8303], [-0.0514, -0.4104, -0.3449], [-0.1081, -0.3859, 1.8599], [-1.3920, -0.1356, -1.5857], [1.6531, -0.5910, -1.0687], [-1.4803, -1.6239, 0.7797], [0.1790, -2.4579, 0.8120], [0.7068, 1.2973, 1.0189], [-1.1404, 1.0982, 0.6766], [-0.6571, 0.8150, -1.9942], [1.5793, 0.6008, -1.4880]]
}



Relative energies with respect to the most stable structure, expressed in kcal/mol: model P 97.3; model Q 0.0.



Model P:
{
  "formula": "C3H6OS2",
  "method": "ωB97M-V/def2-TZVPD",
  "lumo_energy_ev": -0.74,
  "spin_multiplicity": 1,
  "total_charge": 0,
  "symbols": ["C", "C", "C", "H", "H", "H", "H", "H", "H", "O", "S", "S"],
  "positions_angstrom": [[0.5920, -0.0226, 0.9230], [-0.4614, -0.3402, -0.2313], [0.3021, -0.7494, -1.4602], [1.6691, 1.6390, -0.3027], [1.4663, -0.7326, 0.6892], [0.2090, -0.2277, 1.8724], [0.3288, -1.9333, -1.3051], [-0.2403, -0.6780, -2.4109], [2.0280, 0.6060, -1.9016], [1.6418, -0.3477, -1.4182], [0.6987, 1.6602, 1.1004], [-2.0232, -0.9864, 0.1068]]
}



Model Q:
{
  "formula": "C3H6OS2",
  "method": "ωB97M-V/def2-TZVPD",
  "lumo_energy_ev": 0.46,
  "spin_multiplicity": 1,
  "total_charge": 0,
  "symbols": ["C", "C", "C", "O", "S", "S", "H", "H", "H", "H", "H", "H"],
  "positions_angstrom": [[0.2634, 1.0223, -0.4346], [1.2668, -0.6864, 0.6969], [-1.0947, 0.4152, -0.1264], [1.2601, 0.6981, 0.6144], [-0.4704, -1.3511, 0.9306], [-1.7835, -0.1510, -1.5565], [0.6430, 0.9302, -1.5478], [0.1158, 2.1198, -0.3963], [1.5610, -1.1862, -0.3371], [1.9309, -0.9573, 1.4369], [-0.7419, -0.4709, 1.9404], [-2.9505, -0.3825, -1.2205]]
}



Relative energies with respect to the most stable structure, expressed in kcal/mol: model P 0.0; model Q 6.5.